{"formula": "C15H42Cu3O17", "method": "wB97M-V/def2-TZVPD", "species": ["Cu", "Cu", "Cu", "C", "O", "O", "O", "C", "C", "O", "O", "H", "H", "H", "H", "H", "H", "C", "C", "O", "O", "H", "H", "H", "H", "H", "H", "C", "C", "O", "O", "H", "H", "H", "H", "H", "H", "C", "C", "O", "O", "H", "H", "H", "H", "H", "H", "C", "C", "O", "O", "H", "H", "H", "H", "H", "H", "C", "C", "O", "O", "H", "H", "H", "H", "H", "H", "C", "C", "O", "O", "H", "H", "H", "H", "H", "H"], "positions_angstrom": [[3.42, 0.30, 1.60], [1.89, 1.54, -1.67], [-0.34, 2.74, 0.93], [0.78, 0.17, 0.47], [1.83, -0.25, 0.04], [0.72, 0.39, 1.70], [-0.08, 0.64, -0.29], [-1.41, -2.06, -2.77], [-2.01, -2.35, -1.37], [-2.47, -1.18, -0.68], [-1.19, -3.27, -3.51], [-0.46, -1.51, -2.74], [-2.15, -1.46, -3.30], [-1.22, -2.80, -0.78], [-2.85, -3.04, -1.44], [-1.71, -0.59, -0.73], [-0.39, -3.71, -3.21], [3.59, 0.46, -3.58], [3.25, -0.87, -2.93], [1.85, -0.94, -2.53], [4.06, 1.47, -2.62], [2.62, 0.82, -3.93], [4.33, 0.48, -4.38], [3.99, -1.08, -2.15], [3.37, -1.63, -3.70], [1.98, -0.80, -1.59], [4.14, 2.35, -3.01], [2.49, -0.08, 4.44], [3.96, -0.56, 4.51], [4.33, -1.17, 3.29], [2.25, 1.09, 3.66], [2.28, 0.20, 5.47], [1.75, -0.82, 4.15], [4.05, -1.35, 5.25], [4.73, 0.15, 4.80], [4.69, -2.04, 3.49], [1.52, 0.91, 3.06], [-4.19, 3.69, 0.69], [-3.76, 2.82, -0.54], [-2.39, 2.91, -0.93], [-3.94, 5.05, 0.40], [-3.51, 3.34, 1.47], [-5.25, 3.53, 0.90], [-4.43, 3.15, -1.33], [-4.03, 1.84, -0.17], [-2.11, 2.10, -1.35], [-4.16, 5.42, 1.26], [-0.72, 1.37, -4.06], [-0.37, 2.90, -4.13], [0.84, 3.09, -3.29], [-1.44, 1.15, -2.86], [0.13, 0.70, -4.15], [-1.39, 1.16, -4.90], [-1.20, 3.53, -3.82], [-0.14, 3.18, -5.16], [0.65, 3.89, -2.79], [-0.77, 0.93, -2.21], [-2.01, -0.01, 3.87], [-2.88, 0.33, 2.64], [-2.07, 1.17, 1.80], [-1.08, -0.99, 3.39], [-2.59, -0.37, 4.71], [-1.47, 0.85, 4.26], [-3.66, 0.96, 3.06], [-3.24, -0.53, 2.08], [-1.52, 0.56, 1.29], [-0.67, -0.56, 2.64], [1.29, -3.70, 1.40], [-0.10, -3.95, 1.96], [-0.77, -4.78, 1.01], [1.28, -3.09, 0.14], [1.85, -4.60, 1.18], [1.82, -3.05, 2.09], [-0.71, -3.05, 2.07], [-0.03, -4.36, 2.96], [-0.26, -4.63, 0.22], [1.38, -2.14, 0.25]], "lumo_ev": [-0.6, -0.9], "multiplicity": 2, "s_squared": 0.75, "homo_lumo_gap_ev": [4.6, 7.8]}

{"formula": "C23H34Os", "method": "wB97M-V/def2-TZVPD", "species": ["Os", "C", "C", "C", "C", "C", "C", "C", "C", "C", "C", "C", "C", "C", "C", "C", "C", "C", "H", "H", "H", "H", "H", "H", "H", "H", "H", "H", "H", "H", "H", "H", "H", "H", "H", "H", "H", "H", "H", "H", "H", "H", "H", "H", "H", "H", "H", "C", "C", "C", "C", "C", "C", "H", "H", "H", "H", "H"], "positions_angstrom": [[-0.59, -0.83, 0.08], [0.12, 1.13, -0.54], [1.24, 0.24, -0.52], [1.34, -0.20, 0.87], [0.30, 0.43, 1.62], [-0.45, 1.29, 0.77], [-1.46, 2.30, 1.24], [-2.39, 2.79, 0.13], [-0.58, 3.48, 1.72], [-2.28, 1.75, 2.41], [1.99, -1.47, 1.44], [3.50, -1.55, 1.26], [1.71, -1.59, 2.95], [1.25, -2.62, 0.73], [2.13, 0.08, -1.76], [3.42, 0.86, -1.47], [1.44, 0.74, -2.96], [2.43, -1.37, -2.18], [-0.24, 1.63, -1.43], [0.11, 0.28, 2.67], [-1.85, 3.11, -0.76], [-2.94, 3.66, 0.50], [-3.13, 2.04, -0.13], [-0.01, 3.92, 0.90], [0.12, 3.17, 2.51], [-1.23, 4.25, 2.14], [-2.84, 0.86, 2.12], [-3.01, 2.51, 2.72], [-1.67, 1.52, 3.28], [3.98, -0.77, 1.84], [3.82, -1.44, 0.23], [3.86, -2.51, 1.63], [2.10, -0.73, 3.50], [2.22, -2.47, 3.33], [0.65, -1.71, 3.18], [1.55, -2.82, -0.29], [0.09, -2.56, 0.78], [1.31, -3.54, 1.32], [3.20, 1.90, -1.23], [4.05, 0.85, -2.36], [3.99, 0.44, -0.64], [1.34, 1.82, -2.84], [0.46, 0.30, -3.16], [2.05, 0.57, -3.85], [2.99, -1.94, -1.45], [3.03, -1.34, -3.08], [1.51, -1.91, -2.42], [-4.36, -1.98, -1.75], [-3.66, -2.46, -0.66], [-2.62, -1.65, -0.19], [-2.29, -0.46, -0.83], [-3.01, 0.05, -1.90], [-4.04, -0.76, -2.36], [-5.17, -2.57, -2.15], [-3.94, -3.37, -0.16], [-2.20, -1.86, 0.85], [-2.75, 0.97, -2.39], [-4.60, -0.44, -3.23]], "lumo_ev": -8.1, "homo_lumo_gap_ev": 7.9, "total_charge": 2, "de_lowest_kcal_mol": 0.0}

{"formula": "C8H9NO3S", "method": "wB97M-V/def2-TZVPD", "species": ["O", "C", "O", "C", "C", "O", "N", "C", "C", "C", "C", "C", "S", "H", "H", "H", "H", "H", "H", "H", "H", "H"], "positions_angstrom": [[-0.40, 0.48, 2.66], [-1.08, -0.55, 2.46], [-2.45, -0.68, 2.67], [-0.51, -1.87, 1.95], [0.83, -1.73, 1.32], [0.59, -1.11, 0.07], [1.80, -1.18, -0.66], [1.82, -0.40, -1.71], [0.88, 0.71, -2.04], [0.02, 1.37, -1.18], [-0.73, 2.37, -1.75], [-0.38, 2.66, -3.06], [0.74, 1.45, -3.63], [-2.62, 0.28, 2.93], [-1.28, -2.34, 1.32], [-0.31, -2.50, 2.84], [1.51, -1.09, 1.99], [1.39, -2.68, 1.25], [2.68, -0.53, -2.36], [-0.21, 0.96, -0.15], [-1.42, 2.98, -1.15], [-0.85, 3.40, -3.77]], "smiles": "O=C(O)CCO/N=C\\c1cccs1", "lumo_ev": 0.3, "homo_lumo_gap_ev": 8.8, "de_lowest_kcal_mol": 43.0}

{"formula": "C27H35BF4N4P2Pt", "method": "wB97M-V/def2-TZVPD", "species": ["Pt", "C", "C", "C", "C", "C", "C", "C", "C", "C", "H", "H", "H", "H", "H", "H", "H", "H", "H", "H", "H", "H", "H", "H", "H", "P", "P", "N", "N", "N", "N", "C", "C", "C", "C", "C", "C", "C", "C", "C", "C", "C", "C", "C", "C", "C", "C", "C", "C", "H", "H", "H", "H", "H", "H", "H", "H", "H", "H", "H", "H", "H", "H", "H", "H", "H", "H", "H", "H", "F", "B", "F", "F", "F"], "positions_angstrom": [[0.89, -0.99, 3.31], [-0.51, 0.63, 4.48], [-1.09, 0.01, 3.37], [-1.24, 0.71, 2.03], [-0.02, 0.74, 1.08], [1.33, 0.39, 1.64], [1.88, 1.00, 2.79], [1.29, 2.19, 3.48], [0.16, 1.94, 4.51], [1.25, -1.81, 5.10], [-0.80, 0.27, 5.47], [-1.79, -0.80, 3.56], [-1.60, 1.74, 2.19], [-2.05, 0.18, 1.50], [-0.23, 0.01, 0.28], [0.01, 1.73, 0.58], [2.03, -0.08, 0.94], [2.94, 0.80, 3.01], [0.97, 2.95, 2.76], [2.10, 2.66, 4.06], [0.58, 2.03, 5.52], [-0.59, 2.75, 4.45], [0.62, -1.39, 5.90], [2.30, -1.59, 5.33], [1.09, -2.89, 5.00], [1.48, -0.97, -1.84], [-2.02, -0.46, -1.67], [2.87, 0.07, -2.08], [2.13, -2.25, -2.89], [-2.37, 1.25, -1.90], [-3.57, -0.93, -2.41], [0.44, -0.17, -3.15], [-0.99, -0.73, -3.20], [3.83, 0.36, -1.10], [4.83, 1.13, -1.68], [4.49, 1.31, -3.06], [3.29, 0.66, -3.28], [2.30, -3.57, -2.45], [2.75, -4.34, -3.52], [2.88, -3.48, -4.64], [2.47, -2.21, -4.24], [-2.43, 2.19, -0.86], [-2.26, 3.46, -1.40], [-2.16, 3.31, -2.82], [-2.21, 1.96, -3.10], [-4.37, -0.30, -3.38], [-5.48, -1.10, -3.65], [-5.34, -2.29, -2.86], [-4.16, -2.18, -2.15], [0.86, -0.30, -4.16], [0.46, 0.91, -2.94], [-1.50, -0.33, -4.09], [-0.96, -1.82, -3.31], [3.69, 0.01, -0.08], [5.69, 1.54, -1.17], [5.05, 1.85, -3.81], [2.67, 0.63, -4.16], [2.05, -3.83, -1.43], [2.93, -5.41, -3.50], [3.22, -3.73, -5.64], [2.34, -1.32, -4.83], [-2.63, 1.88, 0.16], [-2.14, 4.38, -0.84], [-2.05, 4.09, -3.56], [-2.12, 1.45, -4.05], [-4.10, 0.64, -3.81], [-6.28, -0.85, -4.32], [-6.03, -3.12, -2.83], [-3.66, -2.87, -1.48], [-1.76, 0.39, 7.23], [-0.68, 0.46, 8.18], [0.43, 1.14, 7.57], [-1.12, 1.19, 9.33], [-0.28, -0.86, 8.51]], "lumo_ev": [-6.4, -10.5], "multiplicity": 5, "s_squared": 6.04, "homo_lumo_gap_ev": [6.5, 2.9], "total_charge": 2, "de_lowest_kcal_mol": 0.0}

{"formula": "C4H6O2P", "method": "wB97M-V/def2-TZVPD", "species": ["O", "P", "O", "C", "C", "C", "C", "H", "H", "H", "H", "H", "H"], "positions_angstrom": [[3.11, -0.10, 0.94], [1.83, -0.14, 0.19], [2.12, 0.66, -1.26], [0.84, -1.54, -0.22], [-0.54, -1.04, -0.08], [-0.92, 0.16, 0.33], [0.17, 1.00, 0.74], [1.30, 1.16, -1.39], [1.18, -2.29, 0.51], [-1.42, -1.81, -0.37], [-2.07, 0.34, 0.53], [0.20, 1.89, 0.15], [0.15, 1.35, 1.71]], "smiles": "[O-][P@@]1(O)=CC=CC1", "lumo_ev": 4.2, "homo_lumo_gap_ev": 6.8, "total_charge": -1, "de_lowest_kcal_mol": 28.1}

{"formula": "C16H25Cl3N5O3S3SbSn", "method": "wB97M-V/def2-TZVPD", "species": ["Sn", "S", "Sb", "S", "S", "O", "N", "N", "O", "C", "C", "C", "C", "C", "C", "H", "H", "H", "H", "H", "C", "C", "O", "H", "H", "H", "H", "H", "H", "C", "C", "N", "C", "C", "C", "C", "N", "H", "H", "H", "H", "H", "H", "H", "H", "H", "H", "H", "H", "H", "H", "Cl", "C", "Cl", "Cl", "C", "N"], "positions_angstrom": [[0.05, -0.08, 0.01], [-0.93, 3.28, 2.11], [0.86, 2.10, 3.48], [0.11, -0.03, 3.11], [0.76, 3.01, 1.07], [2.37, -0.15, 0.24], [2.91, -1.31, 0.22], [2.18, -2.30, 0.01], [0.88, -2.21, -0.21], [2.76, -3.59, 0.00], [4.14, -3.74, 0.00], [4.69, -5.01, -0.02], [3.86, -6.12, -0.03], [2.49, -5.97, -0.02], [1.93, -4.70, -0.01], [4.78, -2.86, 0.00], [5.76, -5.14, -0.03], [4.29, -7.11, -0.06], [1.84, -6.83, -0.03], [0.86, -4.56, 0.00], [-3.69, 0.68, -1.90], [-2.87, 1.87, -1.42], [-2.18, 1.55, -0.22], [-4.19, 0.90, -2.83], [-4.44, 0.42, -1.15], [-3.03, -0.18, -2.04], [-3.52, 2.74, -1.25], [-2.10, 2.13, -2.15], [-2.82, 1.19, 0.40], [0.26, -1.38, -5.24], [-0.32, 0.04, -5.16], [0.62, 0.97, -4.55], [1.46, 1.72, -5.46], [0.82, 3.03, -5.90], [0.75, 1.03, -3.22], [1.72, 1.98, -2.60], [0.09, 0.28, -2.39], [-0.48, -2.06, -5.65], [0.57, -1.73, -4.26], [1.13, -1.40, -5.90], [-1.25, 0.04, -4.59], [-0.55, 0.41, -6.16], [1.64, 1.09, -6.34], [2.43, 1.91, -4.99], [-0.15, 2.85, -6.35], [1.45, 3.53, -6.63], [0.68, 3.70, -5.05], [1.81, 2.92, -3.15], [2.70, 1.49, -2.54], [1.41, 2.18, -1.58], [-0.51, -0.41, -2.84], [-3.21, -4.93, 0.92], [-4.03, -3.42, 0.44], [-5.51, -3.17, 1.40], [-4.43, -3.47, -1.31], [-3.14, -2.31, 0.63], [-2.45, -1.41, 0.74]], "lumo_ev": [-3.4, -5.3], "multiplicity": 2, "s_squared": 0.76, "homo_lumo_gap_ev": [7.1, 5.2], "total_charge": 1, "de_lowest_kcal_mol": 24.5}

{"formula": "C8H14N2O", "method": "wB97M-V/def2-TZVPD", "species": ["C", "C", "C", "C", "C", "N", "C", "C", "C", "O", "N", "H", "H", "H", "H", "H", "H", "H", "H", "H", "H", "H", "H", "H", "H"], "positions_angstrom": [[-0.66, -1.79, -1.27], [0.21, -0.43, -1.36], [1.58, -0.86, -1.90], [-0.62, 0.61, -2.05], [0.43, -0.01, 0.07], [-0.05, 1.25, 0.60], [0.51, 1.73, 1.86], [-0.33, 1.13, 2.98], [-1.07, 0.01, 2.21], [-1.56, -1.01, 2.64], [-1.03, 0.27, 0.86], [-0.14, -2.66, -0.92], [-0.89, -2.09, -2.25], [-1.53, -1.72, -0.71], [2.35, -0.11, -1.72], [1.98, -1.83, -1.64], [1.32, -0.85, -2.90], [-0.55, 1.42, -1.35], [-1.64, 0.25, -2.04], [-0.48, 0.80, -3.10], [1.09, -0.63, 0.77], [0.55, 2.77, 1.96], [1.47, 1.11, 2.05], [-1.14, 1.79, 3.41], [0.19, 0.82, 3.79]], "smiles": "CC(C)(C)[C@H]1N2CCC(=O)N12", "lumo_ev": 0.7, "homo_lumo_gap_ev": 9.3, "de_lowest_kcal_mol": 85.2}

{"formula": "C19H35Cl2N2O3PS2", "method": "wB97M-V/def2-TZVPD", "species": ["H", "N", "C", "C", "C", "O", "C", "Cl", "P", "S", "C", "O", "O", "C", "Cl", "N", "C", "S", "H", "H", "H", "H", "H", "H", "C", "C", "C", "C", "C", "C", "H", "H", "H", "H", "H", "H", "H", "H", "H", "H", "H", "H", "H", "H", "C", "C", "C", "C", "C", "C", "H", "H", "H", "H", "H", "H", "H", "H", "H", "H", "H", "H", "H", "H"], "positions_angstrom": [[-0.69, -0.75, 2.19], [-0.92, 0.15, 1.75], [-0.35, 0.24, 0.64], [0.57, -0.88, 0.06], [0.02, -1.48, -1.27], [-0.06, -0.37, -2.12], [0.69, -2.76, -1.90], [0.87, -2.28, -3.68], [2.45, -3.22, -1.50], [2.84, -3.40, 0.40], [-0.29, -3.95, -2.01], [-0.11, -5.05, -2.27], [-1.52, -3.40, -1.68], [-1.47, -2.11, -1.07], [-2.57, -1.02, -2.00], [-1.89, -2.33, 0.32], [-2.46, -3.37, 0.55], [-2.81, -4.83, 0.98], [-0.52, 1.16, 0.05], [1.58, -0.43, -0.03], [0.59, -1.67, 0.82], [0.62, 0.26, -1.84], [2.63, -4.50, -2.09], [3.33, -2.35, -2.20], [3.51, 4.19, -5.37], [4.38, 3.04, -5.86], [3.57, 1.84, -6.36], [2.69, 1.16, -5.32], [3.43, 0.65, -4.08], [4.46, -0.43, -4.39], [2.89, 3.89, -4.51], [4.13, 5.02, -5.04], [2.85, 4.54, -6.16], [5.06, 2.73, -5.06], [5.01, 3.40, -6.68], [4.26, 1.11, -6.79], [2.94, 2.17, -7.19], [2.17, 0.32, -5.79], [1.91, 1.85, -4.99], [2.69, 0.24, -3.38], [3.92, 1.48, -3.55], [3.99, -1.29, -4.88], [4.94, -0.78, -3.48], [5.25, -0.05, -5.05], [-5.66, 1.73, 7.14], [-4.67, 0.60, 7.38], [-3.22, 1.00, 7.10], [-2.92, 1.40, 5.65], [-3.25, 0.34, 4.61], [-2.44, -0.94, 4.77], [-5.66, 2.06, 6.09], [-6.68, 1.40, 7.38], [-5.43, 2.60, 7.76], [-4.95, -0.27, 6.77], [-4.75, 0.29, 8.42], [-2.57, 0.17, 7.39], [-2.95, 1.84, 7.75], [-1.86, 1.66, 5.58], [-3.47, 2.32, 5.41], [-3.05, 0.76, 3.62], [-4.32, 0.10, 4.62], [-1.37, -0.73, 4.71], [-2.69, -1.65, 3.98], [-2.64, -1.43, 5.73]], "smiles": "[H]/N=C\\C[C@@]1(O)[C@@](Cl)([PH2]=S)C(=O)O[C@@]1(Cl)N=C=S.CCCCCC.CCCCCC", "lumo_ev": -0.4, "homo_lumo_gap_ev": 8.9}

{"formula": "C4H7ClO2", "method": "wB97M-V/def2-TZVPD", "species": ["C", "C", "C", "C", "O", "O", "Cl", "H", "H", "H", "H", "H", "H", "H"], "positions_angstrom": [[-1.21, -0.66, -2.92], [-0.66, 0.80, 0.05], [1.05, -0.81, 1.02], [-0.32, -0.68, 0.33], [-0.85, 0.38, -3.22], [-0.49, -1.49, -0.66], [-1.57, -1.13, 1.70], [-1.68, -1.61, -3.03], [-0.60, 1.38, 0.96], [-1.67, 0.86, -0.35], [0.05, 1.19, -0.68], [1.82, -0.53, 0.30], [1.10, -0.17, 1.89], [1.20, -1.84, 1.31]], "lumo_ev": [-1.3, -1.7], "homo_lumo_gap_ev": [7.7, 6.9], "de_lowest_kcal_mol": 74.8}

{"formula": "C19H28N5O4S", "method": "wB97M-V/def2-TZVPD", "species": ["O", "C", "O", "C", "N", "N", "C", "C", "S", "O", "O", "N", "N", "C", "C", "C", "C", "C", "C", "H", "H", "H", "H", "H", "H", "H", "H", "C", "C", "C", "N", "C", "C", "C", "C", "C", "C", "H", "H", "H", "H", "H", "H", "H", "H", "H", "H", "H", "H", "H", "H", "H", "H", "H", "H", "H", "H"], "positions_angstrom": [[-3.03, -0.95, -0.37], [-2.66, 0.15, -0.64], [-1.32, 0.54, -0.40], [-0.95, 1.57, -1.25], [-0.79, 1.23, -2.51], [-0.48, 2.23, -3.33], [-0.37, 3.42, -2.75], [-0.06, 4.57, -3.69], [-1.01, 6.06, -3.30], [-2.16, 5.76, -2.51], [-0.11, 7.06, -2.81], [-0.48, 3.73, -1.46], [-0.79, 2.74, -0.66], [-3.58, 1.19, -1.27], [-3.94, 0.94, -2.57], [-4.75, 1.83, -3.24], [-5.17, 2.97, -2.58], [-4.81, 3.19, -1.28], [-4.00, 2.32, -0.59], [1.02, 4.77, -3.59], [-0.23, 4.28, -4.73], [-1.45, 6.49, -4.52], [-3.61, 0.05, -3.10], [-5.02, 1.61, -4.26], [-5.79, 3.68, -3.12], [-5.17, 4.09, -0.79], [-3.69, 2.49, 0.43], [0.91, 0.56, 2.43], [1.37, -0.22, 1.19], [1.06, -1.71, 1.21], [2.04, -2.62, 1.94], [3.08, -3.10, 0.94], [3.99, -4.18, 1.51], [3.20, -5.35, 2.07], [2.12, -4.89, 3.05], [1.25, -3.82, 2.43], [2.70, -1.94, 3.09], [1.62, 0.48, 3.26], [0.84, 1.62, 2.19], [-0.06, 0.22, 2.77], [2.42, -0.02, 0.97], [0.81, 0.19, 0.35], [1.00, -2.09, 0.19], [0.08, -1.87, 1.66], [2.54, -3.50, 0.09], [3.65, -2.22, 0.63], [4.65, -4.53, 0.72], [4.64, -3.76, 2.28], [3.87, -6.05, 2.56], [2.73, -5.90, 1.25], [2.58, -4.54, 3.97], [1.49, -5.74, 3.32], [0.53, -3.44, 3.16], [0.70, -4.21, 1.57], [1.93, -1.64, 3.79], [3.27, -1.10, 2.73], [3.38, -2.63, 3.59]], "lumo_ev": -3.6, "homo_lumo_gap_ev": 8.1, "total_charge": 1}

| no. | maximum force (hartree/bohr) |
| --- | --- |
| 1 | 0.1481 |
| 2 | 0.0109 |
| 3 | 0.0755 |
| 4 | 0.0541 |
| 5 | 0.0844 |
| 6 | 0.0293 |
| 7 | 0.0969 |
| 8 | 0.0940 |
| 9 | 0.0639 |
| 10 | 0.0365 |